Entry 1:
Formula: C40H112N8O12
Source: OMol25
Level of theory: ωB97M-V/def2-TZVPD

Element x y z (Å)
1 C -0.05072 3.19211 1.62079
2 O 0.57042 2.22366 2.47182
3 C 1.59175 2.65634 3.37882
4 C 1.02513 2.78427 4.81731
5 C 0.05298 3.96868 5.13978
6 N 2.08309 2.94071 5.80023
7 H -0.88007 2.76767 1.05499
8 H 0.58997 3.66899 0.87902
9 H -0.43031 3.98130 2.26976
10 H 2.20755 1.75817 3.42552
11 H 2.24729 3.42875 2.97662
12 H 0.54944 1.83684 5.07070
13 H -0.32020 3.99636 6.16353
14 H -0.78597 3.92928 4.44500
15 H 0.52972 4.89309 4.81376
16 H 2.43949 3.88523 5.76934
17 H 1.58196 3.00329 6.67491
18 C -1.84072 -1.60593 0.52733
19 O -0.49467 -1.74364 0.15706
20 C 0.35698 -0.60027 0.26241
21 C 0.15923 0.42597 -0.84797
22 C 0.48156 -0.12949 -2.17294
23 N 1.12924 1.51313 -0.65025
24 H -2.29205 -0.65065 0.25933
25 H -1.84865 -1.68378 1.61452
26 H -2.41176 -2.49909 0.27380
27 H 0.20831 -0.19532 1.26341
28 H 1.40825 -0.87974 0.33199
29 H -0.83719 0.85949 -0.93348
30 H 0.47854 0.61271 -2.97120
31 H -0.27677 -0.86448 -2.44279
32 H 1.43994 -0.63784 -2.27876
33 H 1.99904 1.11047 -0.96872
34 H 1.26759 1.72695 0.32712
35 C -5.29200 -0.94946 5.25880
36 O -4.81221 -2.25498 5.15882
37 C -3.68814 -2.53235 5.97300
38 C -3.16638 -3.93915 5.54627
39 C -2.55699 -3.94392 4.07291
40 N -4.22884 -4.90341 5.72734
41 H -6.02294 -0.77937 4.46829
42 H -4.47346 -0.23981 5.13839
43 H -5.76107 -0.90390 6.24164
44 H -2.85812 -1.83460 5.86215
45 H -3.93048 -2.47119 7.03396
46 H -2.31430 -4.16541 6.18728
47 H -3.25916 -3.50517 3.36399
48 H -2.40660 -4.97861 3.76487
49 H -1.60266 -3.41729 4.07628
50 H -5.00304 -4.47840 5.23738
51 H -4.47197 -4.94265 6.70686
52 C 4.20987 -2.57068 -1.67603
53 O 3.85149 -3.92607 -1.48441
54 C 2.98881 -4.06320 -0.33976
55 C 2.43621 -5.44435 -0.21720
56 C 1.41559 -5.75487 -1.32440
57 N 1.81776 -5.50633 1.10359
58 H 3.28766 -2.03698 -1.90584
59 H 4.80207 -2.59917 -2.59068
60 H 4.71788 -2.27469 -0.75821
61 H 3.41703 -3.63229 0.56525
62 H 2.13362 -3.41256 -0.52253
63 H 3.25381 -6.16467 -0.18973
64 H 0.94875 -6.72645 -1.16261
65 H 1.72634 -5.66842 -2.36558
66 H 0.60243 -5.03005 -1.28563
67 H 0.98262 -4.94068 1.15522
68 H 1.37799 -6.41205 1.18352
69 C -2.93106 1.48219 3.20569
70 O -4.17391 1.86523 3.81033
71 C -4.81780 2.96448 3.27418
72 C -5.65474 3.59239 4.34095
73 C -6.79982 2.69901 4.77951
74 N -6.21610 4.88033 4.04182
75 H -2.28746 2.36160 3.18242
76 H -3.00308 1.06941 2.19945
77 H -2.52889 0.71877 3.87169
78 H -4.07593 3.66640 2.89336
79 H -5.36172 2.71746 2.36245
80 H -4.95861 3.73530 5.16743
81 H -7.21055 3.19565 5.65858
82 H -6.45756 1.73531 5.15665
83 H -7.49774 2.50785 3.96436
84 H -6.57606 4.90016 3.09834
85 H -5.41668 5.49654 4.07802
86 C -2.22241 -3.90602 -2.67563
87 O -2.39338 -4.90296 -3.66170
88 C -1.95654 -6.18531 -3.34300
89 C -2.48119 -7.26007 -4.31042
90 C -2.57221 -8.62242 -3.67811
91 N -1.66074 -7.46174 -5.45078
92 H -1.16452 -3.64797 -2.62693
93 H -2.50446 -4.04715 -1.63226
94 H -2.72872 -3.05025 -3.12219
95 H -0.87123 -6.08433 -3.34251
96 H -2.24373 -6.37732 -2.30918
97 H -3.46623 -6.92597 -4.63624
98 H -1.58756 -9.06172 -3.51815
99 H -3.14769 -9.34919 -4.25145
100 H -2.96348 -8.52909 -2.66505
101 H -1.99085 -6.81159 -6.14966
102 H -1.95747 -8.34845 -5.83262
103 C 3.63905 8.60504 -2.20567
104 O 3.00393 7.54345 -1.49622
105 C 3.23831 6.30539 -2.21243
106 C 2.76935 5.05764 -1.37303
107 C 3.60987 4.80244 -0.09725
108 N 2.81053 3.82410 -2.14294
109 H 4.67504 8.49429 -1.88541
110 H 3.32319 9.59827 -1.88657
111 H 3.67500 8.48082 -3.28797
112 H 2.71143 6.15672 -3.15497
113 H 4.30074 6.13336 -2.38493
114 H 1.74399 5.21492 -1.03835
115 H 3.39125 3.93018 0.51876
116 H 3.54005 5.68496 0.53866
117 H 4.65422 4.63832 -0.36279
118 H 3.76167 3.64568 -2.43205
119 H 2.69039 3.03817 -1.52005
120 C 0.75731 5.11020 -5.25054
121 O -0.24312 5.40738 -4.20768
122 C -1.35455 4.48268 -4.18650
123 C -1.08732 3.12105 -3.60518
124 C -2.25803 2.18508 -3.60426
125 N -0.60205 3.31911 -2.25868
126 H 1.40979 5.97688 -5.35653
127 H 0.38502 4.95235 -6.26276
128 H 1.37963 4.26404 -4.95930
129 H -2.08695 4.96894 -3.54212
130 H -1.76307 4.50678 -5.19676
131 H -0.19330 2.65116 -4.01507
132 H -3.17044 2.53774 -3.12339
133 H -1.99232 1.19919 -3.22281
134 H -2.56550 2.02385 -4.63748
135 H 0.04375 4.09168 -2.33724
136 H -0.03710 2.54920 -1.92979
137 C 0.71474 -3.55163 -4.88809
138 C 0.18625 -2.19880 -5.28676
139 O -0.01386 -2.17920 -6.62012
140 H -0.02758 -4.34171 -5.00135
141 H 1.17670 -3.61917 -3.90313
142 H 1.50053 -3.86809 -5.57401
143 H 0.84051 -1.37023 -5.01565
144 H -0.75003 -1.92680 -4.79941
145 H -0.54899 -1.43552 -6.90677
146 C 3.19988 1.53733 -4.85023
147 C 3.81441 0.20209 -4.34464
148 O 4.74041 0.42628 -3.32833
149 H 3.92508 2.33724 -4.99955
150 H 2.55422 1.85490 -4.03146
151 H 2.74871 1.30296 -5.81440
152 H 4.18223 -0.40795 -5.16966
153 H 3.00035 -0.31999 -3.84183
154 H 5.63548 0.63003 -3.60931
155 C 1.32768 -2.52913 3.45665
156 C 1.20467 -2.70623 4.97495
157 O 0.52376 -1.62183 5.57615
158 H 1.71700 -3.37599 2.89154
159 H 2.04131 -1.73039 3.25454
160 H 0.43404 -2.13316 2.97424
161 H 2.25095 -2.75102 5.27729
162 H 0.66127 -3.63214 5.16334
163 H 1.09400 -0.85372 5.49604
164 C 4.32649 1.22427 1.46349
165 C 5.02878 1.45660 0.12169
166 O 4.08185 1.24527 -0.84979
167 H 4.95459 1.35268 2.34503
168 H 3.79904 0.27049 1.44938
169 H 3.53202 1.94472 1.65811
170 H 5.81760 0.71528 -0.00596
171 H 5.50177 2.43678 0.06162
172 H 4.49455 0.82814 -1.60958

As for the energy relative to the best compared isomer or geometry (same formula, charge and spin): 3.341 eV. As for the LUMO energy: 0.24 eV. As for the frontier orbital gap: 8.732 eV. The HOMO energy is -8.5 eV. The value obtained for the electronic energy is -2931.8269 Eh. As for the structure (SMILES): COC[C@H](C)N.COC[C@H](C)N.COC[C@H](C)N.COC[C@H](C)N.COC[C@H](C)N.COC[C@H](C)N.COC[C@H](C)N.COC[C@H](C)N.CCO.CCO.CCO.CCO.

Entry 2:
Formula: C6H6N
Source: OMol25
Level of theory: ωB97M-V/def2-TZVPD

Element x y z (Å)
1 C 0.03524 1.69520 2.20665
2 C 0.82045 1.74665 1.18964
3 C -0.69165 0.88264 0.73204
4 C 0.44487 1.19839 -0.05061
5 C -0.78282 -0.60946 0.63693
6 C 0.80125 0.07210 -1.02900
7 N -0.30287 -0.94943 -0.67898
8 H -0.25224 -0.99290 1.54774
9 H -1.79184 -0.72286 0.82748
10 H 0.64560 0.49191 -2.03377
11 H 1.85923 -0.19428 -1.10644
12 H 0.15322 -1.86224 -0.82711
13 H -0.93844 -0.75573 -1.41456

As for the energy relative to the best compared isomer or geometry (same formula, charge and spin): 7.205 eV. As for the LUMO energy (alpha / beta): -6.06 / -5.92 eV. As for the frontier orbital gap (alpha / beta): 7.227 / 7.542 eV. The charge is +1. The HOMO energy (alpha / beta) is -13.3 / -13.5 eV. The value obtained for the electronic energy is -286.3705 Eh.

Entry 3:
Formula: C4H5NO2
Source: OMol25
Level of theory: ωB97M-V/def2-TZVPD

Element x y z (Å)
1 C -1.59559 0.40917 0.44823
2 C -0.14571 0.16886 0.16368
3 O 0.79396 0.79733 0.95987
4 C 2.00223 0.42545 0.46532
5 N 1.92941 -0.34723 -0.51747
6 C 0.58152 -0.51155 -0.74984
7 O 0.23203 -1.46191 -1.67441
8 H -1.86645 -0.00512 1.43671
9 H -2.17495 -0.11057 -0.40400
10 H -1.96601 1.47890 0.41792
11 H 2.90881 0.94455 0.83187
12 H -0.69925 -1.78787 -1.37788

As for the energy relative to the best compared isomer or geometry (same formula, charge and spin): 1.173 eV. As for the LUMO energy: 0.60 eV. As for the frontier orbital gap: 9.348 eV. The HOMO energy is -8.7 eV. The value obtained for the electronic energy is -360.6263 Eh. As for the structure (SMILES): Cc1ocnc1O.

Entry 4:
Formula: C12Cl13O2SiSr
Source: OMol25
Level of theory: ωB97M-V/def2-TZVPD

Element x y z (Å)
1 Sr -0.19414 0.14015 -0.07146
2 Cl -2.72603 -4.33418 5.75763
3 C -2.31966 -3.55875 4.26918
4 C -1.50636 -2.43089 4.26077
5 Cl -0.89429 -1.79388 5.74465
6 C -1.18165 -1.82348 3.05951
7 Cl -0.16589 -0.40249 3.03817
8 C -1.63699 -2.29398 1.80916
9 O -1.31346 -1.72048 0.70887
10 C -2.46745 -3.43905 1.85696
11 Cl -3.04495 -4.04845 0.35076
12 C -2.79836 -4.05254 3.05418
13 Cl -3.80650 -5.45328 3.04773
14 Cl 5.19702 -0.17860 -5.66359
15 C 4.25930 -0.11120 -4.21561
16 C 2.86996 -0.14814 -4.27212
17 Cl 2.06855 -0.26202 -5.79742
18 C 2.13091 -0.09968 -3.10273
19 Cl 0.38376 -0.13683 -3.15482
20 C 2.71807 -0.01294 -1.82264
21 O 2.01081 0.02788 -0.75448
22 C 4.13311 0.02758 -1.80401
23 Cl 4.88786 0.13700 -0.25688
24 C 4.88108 -0.01980 -2.96870
25 Cl 6.60406 0.02603 -2.88015
26 Cl -3.92436 2.68738 -0.73435
27 Si -1.89523 2.86932 -0.06987
28 Cl -2.16887 3.78484 1.84821
29 Cl -1.23149 4.53931 -1.23276

As for the energy relative to the best compared isomer or geometry (same formula, charge and spin): 0.009 eV. As for the LUMO energy: 2.00 eV. As for the frontier orbital gap: 7.878 eV. The charge is -1. The HOMO energy is -5.9 eV. The value obtained for the electronic energy is -6910.8781 Eh.

Entry 5:
Formula: C19H41F3O9S
Source: OMol25
Level of theory: ωB97M-V/def2-TZVPD

Element x y z (Å)
1 O -10.46306 7.37773 -0.37269
2 H -11.44243 7.00618 -0.31318
3 H -9.96513 6.91313 -1.13195
4 H -10.51581 8.36179 -0.45179
5 C -11.85922 4.81660 0.77199
6 C -13.14910 5.61132 0.56220
7 C -13.74475 6.00819 1.93484
8 O -13.01410 6.65279 -0.30238
9 H -11.12025 5.41583 1.31020
10 H -11.50118 4.53705 -0.22039
11 H -12.01259 3.89362 1.35005
12 H -13.88088 4.85380 0.19074
13 H -13.08691 6.72305 2.45702
14 H -13.85493 5.16131 2.62827
15 H -14.69681 6.54109 1.86054
16 C -10.42849 9.60519 -4.51731
17 C -11.70304 9.36642 -3.67748
18 C -12.64105 10.58692 -3.76272
19 O -12.37781 8.23708 -3.95865
20 H -9.74073 8.75536 -4.48702
21 H -9.88674 10.46669 -4.08353
22 H -10.61978 9.79326 -5.58118
23 H -11.32424 9.32516 -2.61958
24 H -13.45164 10.40711 -3.05044
25 H -13.12306 10.67788 -4.74148
26 H -12.19489 11.56676 -3.49679
27 C -9.77228 3.49957 -3.21249
28 F -10.09933 2.98692 -2.02499
29 F -8.43175 3.38778 -3.38086
30 F -10.31434 2.72625 -4.16929
31 S -10.31108 5.29251 -3.39393
32 O -9.47697 5.94998 -2.36732
33 O -9.97055 5.66086 -4.75174
34 O -11.70799 5.26068 -3.05767
35 C -7.46642 3.72813 2.30385
36 C -7.65404 3.45860 0.80730
37 C -7.75655 4.89157 0.31134
38 O -8.67279 5.43274 1.22473
39 C -8.35303 4.97240 2.53668
40 H -6.43474 3.96121 2.58278
41 H -7.73189 2.95065 3.02813
42 H -8.55682 2.88953 0.58512
43 H -6.86242 2.82114 0.40180
44 H -8.21469 4.85200 -0.68017
45 H -6.81619 5.44617 0.18930
46 H -9.30969 4.79930 3.02895
47 H -7.78727 5.75102 3.06401
48 C -12.14288 11.40670 1.45663
49 C -11.69617 12.08253 0.14726
50 C -10.67062 11.11989 -0.44199
51 O -11.17661 9.85733 -0.06861
52 C -11.70981 9.94364 1.23379
53 H -13.19880 11.54611 1.67247
54 H -11.55530 11.79584 2.29222
55 H -11.27119 13.07651 0.29433
56 H -12.55977 12.10669 -0.51960
57 H -9.69650 11.32980 0.02733
58 H -10.58024 11.17776 -1.52408
59 H -10.91590 9.65794 1.94413
60 H -12.45660 9.18321 1.46584
61 C -5.94460 8.47006 -0.95538
62 C -6.13779 9.46705 -2.09398
63 C -7.66500 9.46831 -2.30917
64 O -8.21252 9.00903 -1.06730
65 C -7.21116 8.70481 -0.11956
66 H -5.04343 8.69494 -0.37952
67 H -5.88917 7.44890 -1.33055
68 H -5.62539 9.21068 -3.02201
69 H -5.81393 10.46779 -1.79659
70 H -7.97034 8.75044 -3.06822
71 H -8.00544 10.48145 -2.52126
72 H -7.48960 7.74973 0.33098
73 H -7.07844 9.49515 0.62670

As for the energy relative to the best compared isomer or geometry (same formula, charge and spin): 0.000 eV. As for the LUMO energy: 4.36 eV. As for the frontier orbital gap: 3.908 eV. The charge is -2. The HOMO energy is 0.5 eV. The value obtained for the electronic energy is -2123.3615 Eh.

Entry 6:
Formula: C4H13NO3
Source: OMol25
Level of theory: ωB97M-V/def2-TZVPD

Element x y z (Å)
1 C -0.00661 -1.48490 -0.15860
2 N -1.21308 -0.87744 0.22062
3 C -1.88219 0.20431 -0.08109
4 C -1.52350 0.25108 -1.42282
5 C -2.61417 1.19886 0.74719
6 H 0.33948 -2.08877 0.66867
7 H -0.08699 -2.00835 -1.12799
8 H -1.86649 -0.52887 -2.08820
9 H -0.87244 0.99972 -1.85949
10 H -3.69969 1.13926 0.71258
11 H -2.31500 1.12798 1.79725
12 H -2.32218 2.17422 0.35481
13 O 0.38663 1.14162 1.74982
14 H -0.13626 0.82682 2.49770
15 H -0.02396 0.66384 1.01138
16 O 4.25494 -1.47629 -0.54478
17 H 4.80122 -0.83985 -0.05891
18 H 3.40633 -0.96741 -0.48873
19 O 2.04045 0.03325 -0.88175
20 H 2.15521 0.93516 -0.55376
21 H 1.17830 -0.42424 -0.49389

As for the energy relative to the best compared isomer or geometry (same formula, charge and spin): 6.744 eV. As for the LUMO energy: -1.56 eV. As for the frontier orbital gap: 6.929 eV. The HOMO energy is -8.5 eV. The value obtained for the electronic energy is -440.4673 Eh. As for the structure (SMILES): C=NC(=C)C.O.O.O.